Record 1
{
  "formula": "C3H11N3",
  "method": "ωB97M-V with the def2-TZVPD basis set",
  "symbols": ["C", "N", "C", "H", "H", "H", "H", "H", "H", "H", "N", "C", "N", "H", "H", "H", "H"],
  "positions_angstrom": [[-1.82982, -0.45224, -0.00648], [-1.13187, 0.81160, 0.28530], [-0.73904, 0.84085, 1.70944], [-1.20078, -1.33157, 0.11076], [-2.71722, -0.55880, 0.63183], [-2.19064, -0.41818, -1.03575], [-1.84143, 1.51885, 0.21629], [-1.62219, 0.83061, 2.35422], [-0.16858, 1.74502, 1.90603], [-0.11675, -0.02619, 1.91908], [1.10333, 0.03842, -1.58284], [2.06827, -0.58054, -0.85861], [3.17130, -0.92914, -1.39651], [0.20254, 0.23450, -1.21256], [1.37099, 0.33262, -2.51554], [1.82283, -0.79696, 0.18327], [3.81906, -1.25886, -0.70793]],
  "lowdin_charge": [-0.1533, -0.1983, -0.1309, 0.0755, 0.0753, 0.0778, 0.0898, 0.0740, 0.0751, 0.0689, 0.0839, -0.4053, 0.0347, 0.0181, 0.0996, 0.1066, 0.0085],
  "de_lowest_kj_mol": 91.7,
  "lumo_ev": 0.89,
  "total_energy_ev": -7759.133,
  "smiles": "[H]/N=C/N.CNC",
  "homo_lumo_gap_ev": 9.5
}

=====

Record 2
{
  "formula": "CH10NO6",
  "method": "ωB97M-V with the def2-TZVPD basis set",
  "symbols": ["N", "C", "O", "O", "H", "H", "H", "H", "O", "H", "H", "O", "H", "H", "O", "H", "H", "O"],
  "positions_angstrom": [[1.52262, -0.40372, -0.35117], [0.09405, -0.32758, -0.32392], [-0.53815, -1.20250, 0.30400], [-0.44964, 0.55086, -1.05779], [1.81056, -0.95113, 0.43260], [1.85946, -0.23868, -1.27642], [0.03424, -2.07384, 1.87384], [-0.24069, -1.15997, 3.02961], [0.23859, -1.96390, 2.83128], [0.87689, 1.30461, -2.28531], [1.79533, 2.27216, -1.47226], [1.78567, 1.69356, -2.23339], [-2.79433, -0.28784, -1.65960], [-1.67897, 0.36444, -2.14689], [-2.51975, -0.00980, -2.52850], [0.54710, 1.99068, 2.93007], [0.09099, 0.51225, 2.62221], [-0.17215, 1.36095, 3.01168]],
  "lowdin_charge": [0.1145, -0.7567, -0.0564, -0.1034, 0.0640, 0.0525, 0.0064, -0.0108, -0.0956, 0.0277, 0.0238, -0.1063, 0.0006, -0.0156, -0.1269, 0.0317, 0.0063, -0.0560],
  "de_lowest_kj_mol": 118.9,
  "charge": -1,
  "lumo_ev": 3.46,
  "total_energy_ev": -14977.102,
  "homo_lumo_gap_ev": 8.8
}

=====

Record 3
{
  "formula": "H10O5",
  "method": "ωB97M-V with the def2-TZVPD basis set",
  "symbols": ["O", "H", "H", "O", "H", "H", "O", "H", "H", "O", "H", "H", "O", "H", "H"],
  "positions_angstrom": [[-2.47063, 0.43885, 3.12858], [-2.07105, -0.18409, 3.73564], [-1.73096, 0.82483, 2.65939], [1.08974, 0.35286, -0.77910], [1.20190, 1.05249, -0.13554], [1.85106, 0.43128, -1.35397], [-1.04194, -0.12362, -3.81230], [-0.58512, 0.12765, -3.00954], [-0.34362, -0.26570, -4.45136], [-0.79096, -3.72285, -1.13253], [-0.17012, -4.38429, -1.43798], [-0.25511, -3.09844, -0.64344], [1.49549, 2.93854, 2.14961], [2.31112, 3.40944, 2.32054], [1.51014, 2.20305, 2.76205]],
  "lowdin_charge": [-0.0481, 0.0276, 0.0206, -0.0458, 0.0170, 0.0333, -0.0498, 0.0074, 0.0257, -0.0513, 0.0262, 0.0235, -0.0492, 0.0334, 0.0294],
  "de_lowest_kj_mol": 134.3,
  "lumo_ev": 0.12,
  "total_energy_ev": -10399.458,
  "smiles": "O.O.O.O.O",
  "homo_lumo_gap_ev": 11.3
}

=====

Record 4
{
  "formula": "C17H41FInN8O14",
  "method": "ωB97M-V with the def2-TZVPD basis set",
  "symbols": ["C", "C", "C", "C", "C", "In", "F", "C", "C", "C", "N", "C", "C", "H", "H", "H", "H", "H", "H", "H", "H", "H", "H", "H", "H", "H", "H", "H", "H", "H", "H", "H", "H", "C", "N", "O", "O", "H", "H", "H", "C", "N", "O", "O", "H", "H", "H", "C", "N", "O", "O", "H", "H", "H", "C", "N", "O", "O", "H", "H", "H", "C", "N", "O", "O", "H", "H", "H", "C", "N", "O", "O", "H", "H", "H", "C", "N", "O", "O", "H", "H", "H"],
  "positions_angstrom": [[3.62204, 0.25168, 4.04794], [4.42771, 0.05942, 3.14161], [5.54172, -0.28610, 2.10826], [5.11689, -1.33079, 0.98248], [3.62341, -1.86930, 1.08828], [2.07941, -0.46539, 0.14231], [2.19271, -0.49761, -1.94536], [0.06020, -1.40848, 0.66478], [-0.87422, -0.31189, 1.34759], [-2.39848, -0.77240, 1.42385], [2.05601, 1.47801, 1.01751], [2.75682, 2.51286, 0.22489], [3.90977, 1.97943, -0.73004], [2.65854, 0.55240, 4.53916], [5.86318, 0.70532, 1.64608], [6.41952, -0.71260, 2.68576], [5.80232, -2.23781, 1.11181], [5.29329, -0.97413, -0.07836], [3.58392, -2.82218, 0.45463], [3.30228, -2.16868, 2.12907], [-0.38522, -1.85700, -0.27789], [0.18757, -2.27244, 1.39658], [-0.47666, -0.17764, 2.40848], [-0.71217, 0.65467, 0.78347], [-2.75722, -0.77768, 2.50859], [-3.05724, -0.00925, 0.88816], [-2.55601, -1.80852, 0.98987], [2.32670, 1.48552, 2.00096], [3.26845, 3.20375, 0.98125], [2.06686, 3.18591, -0.37812], [4.62205, 2.86141, -0.89752], [3.54709, 1.70808, -1.77590], [4.55341, 1.16588, -0.27156], [5.35379, -2.38998, -3.33197], [6.68550, -1.73485, -3.43261], [6.78774, -0.78303, -4.18552], [7.58156, -2.20122, -2.75095], [4.65776, -1.87416, -3.98818], [5.47504, -3.42764, -3.63777], [5.02928, -2.31883, -2.29522], [3.14824, 6.25777, 2.76021], [3.24830, 6.10242, 1.28529], [2.34509, 6.56496, 0.61004], [4.22795, 5.52202, 0.86176], [2.22989, 6.79028, 2.99449], [3.13775, 5.25952, 3.19471], [4.01768, 6.82321, 3.09022], [-0.63643, 2.78653, -2.37193], [-2.04296, 2.46742, -2.00839], [-2.33856, 2.49542, -0.83195], [-2.80388, 2.19891, -2.92761], [-0.07867, 3.00337, -1.46373], [-0.22216, 1.91640, -2.87923], [-0.65706, 3.65487, -3.02822], [-4.33186, 0.53764, -4.87626], [-5.50149, -0.33373, -5.16804], [-5.31246, -1.53886, -5.20130], [-6.56874, 0.22059, -5.35365], [-3.45501, -0.08848, -4.73388], [-4.19769, 1.20184, -5.72793], [-4.55632, 1.09694, -3.97108], [-3.09042, -3.32690, 5.18420], [-1.81574, -2.77372, 4.65769], [-1.28974, -1.87496, 5.29579], [-1.39098, -3.25547, 3.62892], [-3.34593, -2.80164, 6.10081], [-3.85386, -3.17050, 4.42479], [-2.93638, -4.38694, 5.37806], [-6.96911, -4.00347, -5.72188], [-6.62258, -5.30438, -6.35619], [-5.46035, -5.48324, -6.67033], [-7.53295, -6.10020, -6.51586], [-6.06964, -3.39914, -5.64301], [-7.70655, -3.51560, -6.35653], [-7.37681, -4.21822, -4.73574], [-3.97307, 1.28744, 4.74441], [-5.14833, 0.42055, 4.46120], [-4.96318, -0.78276, 4.44371], [-6.21151, 0.97962, 4.26645], [-3.10033, 0.65603, 4.89576], [-3.83255, 1.94026, 3.88489], [-4.19685, 1.85949, 5.64301]],
  "lowdin_charge": [0.0483, -0.1498, -0.1948, -0.3171, -0.2905, 0.8037, -0.5370, -0.2998, -0.3562, -0.1378, -0.1759, -0.3914, -0.1321, 0.0492, 0.1046, 0.1059, 0.0927, 0.0765, 0.0307, 0.0332, 0.0259, 0.0258, 0.0905, 0.0584, 0.0348, 0.0587, 0.0702, -0.0200, 0.0791, 0.0800, 0.0704, 0.0661, 0.0432, 0.0504, -0.4493, 0.0564, 0.0466, 0.0980, 0.0976, 0.0921, 0.0385, -0.4499, 0.0561, 0.0525, 0.0914, 0.1008, 0.0965, 0.0599, -0.4267, 0.0799, 0.0251, 0.0866, 0.1092, 0.0994, 0.0365, -0.4273, 0.0437, 0.0654, 0.0999, 0.1048, 0.0824, 0.0289, -0.4422, 0.0430, 0.0726, 0.0899, 0.0888, 0.0965, 0.0368, -0.4504, 0.0644, 0.0437, 0.0534, 0.1035, 0.1040, 0.0462, -0.4396, 0.0465, 0.0611, 0.0876, 0.1054, 0.0978],
  "charge": -1,
  "lumo_ev": 1.67,
  "total_energy_ev": -66749.408,
  "homo_lumo_gap_ev": 6.0
}

=====

Record 5
{
  "formula": "C8H18OSi",
  "method": "ωB97M-V with the def2-TZVPD basis set",
  "symbols": ["C", "C", "C", "C", "C", "C", "C", "C", "O", "Si", "H", "H", "H", "H", "H", "H", "H", "H", "H", "H", "H", "H", "H", "H", "H", "H", "H", "H"],
  "positions_angstrom": [[-3.43830, -2.80400, 0.10853], [-3.04435, -1.64732, 0.74859], [1.19920, 2.14598, 0.81748], [2.47515, -0.00677, 1.11761], [2.67498, 1.28162, -0.98219], [-1.30146, 0.91280, -1.48343], [-1.95393, -1.56174, 1.57507], [1.76369, 0.84866, 0.14918], [0.49949, -1.31190, -1.51892], [0.15381, -0.08887, -0.55402], [-4.45563, -2.74997, -0.38738], [-3.26926, -3.86492, 0.40776], [-3.67552, -0.82343, 0.53884], [0.83291, 2.68403, 0.06383], [0.55045, 1.90742, 1.63999], [2.08977, 2.72252, 1.20003], [2.96962, -0.79225, 0.57260], [1.76369, -0.38067, 1.84149], [3.23276, 0.58036, 1.72433], [3.12581, 0.48550, -1.48494], [2.19666, 1.68615, -1.87328], [3.46323, 1.92218, -0.81255], [-2.25176, 0.49560, -1.08723], [-1.21191, 1.94618, -1.32943], [-1.31995, 0.78666, -2.54355], [-1.22622, -2.32203, 1.61155], [-2.02024, -0.77784, 2.34105], [0.17732, -1.27395, -2.40101]],
  "lowdin_charge": [-0.0182, -0.3354, -0.0907, -0.1301, -0.1081, -0.1616, -0.0413, -0.6539, -0.1633, 0.7383, 0.0562, 0.0611, 0.0749, 0.0132, 0.0732, 0.1062, 0.0774, 0.0660, 0.1095, 0.0574, 0.0850, 0.0582, 0.0124, -0.0155, 0.0031, 0.0321, 0.0555, 0.0387],
  "de_lowest_kj_mol": 329.7,
  "lumo_ev": [0.17, -0.11],
  "total_energy_ev": -18509.758,
  "homo_lumo_gap_ev": [7.7, 6.4]
}

=====

Record 6
{
  "formula": "C4H9NO3",
  "method": "ωB97M-V with the def2-TZVPD basis set",
  "symbols": ["C", "C", "C", "C", "H", "H", "H", "H", "H", "H", "H", "H", "H", "N", "O", "O", "O"],
  "positions_angstrom": [[0.76653, -0.40838, 0.05083], [0.45694, 1.10213, 0.03525], [-0.45081, -1.18798, -0.43200], [-1.70718, -0.74308, 0.38288], [0.63703, -0.64611, 2.09315], [1.39851, -1.80790, 1.36587], [1.57643, -0.58440, -0.71556], [-0.29277, -2.28983, -0.26902], [-0.54069, -0.07515, -1.93833], [-2.55409, -1.48111, 0.20525], [-1.47772, -0.70117, 1.46583], [-1.96469, 0.31343, 0.10405], [0.30258, 2.69453, 1.14529], [1.25882, -0.82295, 1.33255], [-0.02638, 1.56059, -0.99149], [-0.63017, -1.06292, -1.81346], [0.62040, 1.72261, 1.17918]],
  "lowdin_charge": [-0.2945, -0.4940, -0.4226, -0.0323, 0.0654, 0.0735, 0.1775, 0.1557, 0.0953, 0.1004, 0.0716, 0.0893, 0.1892, 0.0603, 0.0754, -0.0402, 0.1300],
  "de_lowest_kj_mol": 94.6,
  "lumo_ev": 0.50,
  "total_energy_ev": -11926.561,
  "smiles": "C[C@@H](O)[C@H](N)C(=O)O",
  "homo_lumo_gap_ev": 9.9
}

=====

- Number 5 is which compound?
  C8H18OSi

=====

- Number 5 is which compound?
  C8H18OSi

=====

Repeat the sixth record exactly.
{
  "formula": "C4H9NO3",
  "method": "ωB97M-V with the def2-TZVPD basis set",
  "symbols": ["C", "C", "C", "C", "H", "H", "H", "H", "H", "H", "H", "H", "H", "N", "O", "O", "O"],
  "positions_angstrom": [[0.76653, -0.40838, 0.05083], [0.45694, 1.10213, 0.03525], [-0.45081, -1.18798, -0.43200], [-1.70718, -0.74308, 0.38288], [0.63703, -0.64611, 2.09315], [1.39851, -1.80790, 1.36587], [1.57643, -0.58440, -0.71556], [-0.29277, -2.28983, -0.26902], [-0.54069, -0.07515, -1.93833], [-2.55409, -1.48111, 0.20525], [-1.47772, -0.70117, 1.46583], [-1.96469, 0.31343, 0.10405], [0.30258, 2.69453, 1.14529], [1.25882, -0.82295, 1.33255], [-0.02638, 1.56059, -0.99149], [-0.63017, -1.06292, -1.81346], [0.62040, 1.72261, 1.17918]],
  "lowdin_charge": [-0.2945, -0.4940, -0.4226, -0.0323, 0.0654, 0.0735, 0.1775, 0.1557, 0.0953, 0.1004, 0.0716, 0.0893, 0.1892, 0.0603, 0.0754, -0.0402, 0.1300],
  "de_lowest_kj_mol": 94.6,
  "lumo_ev": 0.50,
  "total_energy_ev": -11926.561,
  "smiles": "C[C@@H](O)[C@H](N)C(=O)O",
  "homo_lumo_gap_ev": 9.9
}